[1]
The following is a DFT calculation (ωB97M-V/def2-TZVPD) of a cluster of 3 separate species, C20H42BBrN2O15P3S in total in a non-equilibrium geometry.

Last column: Mulliken charge in e.
Geometry (Å):
C 6.1228 -5.1338 -4.4306  -0.899
C 4.7354 -5.6251 -3.8318  0.808
O 4.6781 -5.6788 -2.6208  -0.479
O 3.6414 -6.0281 -4.6280  -0.325
C 2.7513 -4.9468 -4.9543  -0.371
C 2.9963 -3.6182 -4.1587  -0.346
N 3.5916 -2.4653 -4.6572  0.742
B 4.1257 -2.2166 -6.0399  0.280
O 3.6791 -1.0336 -6.7063  -0.474
O 4.9817 -3.0601 -6.7362  -0.360
C 3.5813 -1.5056 -3.5818  -0.463
P 4.2444 0.2355 -3.5717  0.687
O 3.1493 1.3562 -4.1116  -0.529
O 4.5513 0.6261 -1.9418  -0.463
S 5.9340 0.4065 -4.5175  -0.315
C 2.9375 -2.1871 -2.4471  -0.137
N 2.5667 -3.5046 -2.8333  0.412
C 1.8602 -4.5364 -2.0260  -0.613
C 0.3130 -4.3959 -2.4453  0.434
O -0.1960 -3.3213 -2.3097  -0.409
Br -0.7060 -5.9015 -3.1985  -0.090
H 6.8205 -6.0206 -4.2867  0.376
H 6.5517 -4.3014 -3.8146  0.297
H 6.0811 -4.9357 -5.5332  0.241
H 1.7075 -5.2976 -4.6695  0.036
H 2.6938 -4.7444 -6.0687  0.324
H 2.7449 -1.1945 -6.9703  0.337
H 4.8090 -2.9851 -7.6984  0.316
H 3.6738 2.0947 -4.5008  0.353
H 5.2182 -0.0177 -1.6253  0.312
H 2.7403 -1.7838 -1.4205  0.486
H 2.0226 -4.3979 -0.9245  0.470
H 2.1580 -5.5805 -2.3524  0.342
O -0.7716 3.3885 2.1408  -0.598
P 0.6248 2.9183 1.7845  1.171
O 1.2689 2.9071 3.2996  -0.424
C 0.9321 1.8364 4.1744  -0.203
C 1.6559 0.5579 3.7928  -0.937
O 1.2113 4.3937 1.3112  -0.418
C 0.3277 5.3936 0.8062  -0.312
C -0.0653 6.3671 1.9016  -1.250
O 2.0883 2.2645 1.2178  -0.332
C 2.0875 1.7569 -0.1248  -0.142
C 1.9766 2.8566 -1.1593  -0.859
H -0.1529 1.6828 4.1809  0.155
H 1.2287 2.1375 5.1803  0.352
H 1.3028 0.1834 2.8272  0.177
H 1.4911 -0.2192 4.5416  0.432
H 2.7286 0.7369 3.6963  0.236
H -0.5499 4.9395 0.3404  0.351
H 0.8590 5.9328 0.0169  0.391
H -0.4176 5.8534 2.7976  0.287
H -0.8501 7.0429 1.5548  0.364
H 0.7980 6.9643 2.2041  0.329
H 1.2747 1.0302 -0.2375  0.227
H 3.0281 1.2229 -0.2626  0.225
H 0.9757 3.2954 -1.1565  0.303
H 2.1630 2.4643 -2.1601  0.227
H 2.6854 3.6617 -0.9591  0.275
O -7.2503 1.0761 4.3587  -0.747
P -6.0914 0.7534 3.4374  1.136
O -6.0362 -0.8765 3.6808  -0.329
C -7.0108 -1.6919 3.0430  -0.335
C -6.7250 -1.8437 1.5598  -0.930
O -4.8833 1.1827 4.4881  -0.365
C -5.1212 2.1580 5.5010  -0.362
C -5.4624 1.4910 6.8206  -1.238
O -4.8736 0.5643 2.2700  -0.283
C -4.6208 1.6936 1.4168  -0.461
C -3.9740 2.8516 2.1538  -0.860
H -8.0124 -1.2786 3.2065  0.287
H -6.9755 -2.6712 3.5238  0.332
H -6.8495 -0.8902 1.0391  0.228
H -7.4017 -2.5711 1.1069  0.409
H -5.6949 -2.1670 1.3973  0.215
H -5.9008 2.8580 5.1932  0.411
H -4.2033 2.7410 5.6173  0.381
H -6.2497 0.7438 6.7090  0.301
H -5.7849 2.2313 7.5560  0.371
H -4.5891 0.9667 7.2162  0.298
H -5.5571 2.0078 0.9452  0.327
H -3.9509 1.3476 0.6264  0.321
H -4.6862 3.3268 2.8339  0.283
H -3.6291 3.6127 1.4515  0.403
H -3.1276 2.5134 2.7512  0.206

Properties
Strongest force on any atom: 9.28 eV/A
E_HOMO: -11.129 eV
Energy: -6046.360182 Ha
Net charge: +1
Multiplicity: 1


[2]
The following is a DFT calculation (ωB97M-V/def2-TZVPD) of the molecule C20H42BNO5 in a non-equilibrium geometry.

Last column: natural (NBO) charge in e.
Geometry (Å):
C -0.8075 -5.0173 -0.0816  -0.599
C -1.0788 -3.6088 -0.6046  -0.404
C -2.4900 -3.4683 -1.1918  -0.405
C -2.6044 -2.4915 -2.3644  -0.405
C -1.9913 -1.1180 -2.0970  0.074
C -2.6317 -0.4339 -0.8554  -0.087
O -3.1489 0.8554 -1.0798  -0.536
C -2.3348 1.9461 -0.6156  -0.232
C -0.8844 1.8674 -1.1519  -0.421
C 0.2207 1.3312 -0.2262  -0.427
C 0.9827 2.4122 0.5710  -0.411
C 1.1864 2.1124 2.0629  -0.384
C 2.4743 1.3493 2.3804  -0.392
C 2.6187 0.0145 1.6532  -0.409
C 4.0578 -0.5337 1.6487  -0.437
C 4.4583 -1.2331 0.3488  -0.069
O 5.3194 -0.4072 -0.4705  -0.528
C 4.7695 0.7347 -0.9480  0.809
C 5.7492 1.8729 -0.9772  -0.720
O 3.6232 0.8145 -1.2990  -0.598
B -2.3932 2.2264 0.9610  1.081
O -2.0296 3.4956 1.3845  -0.910
N -2.7029 1.2444 1.9602  -0.719
C -2.5216 1.6911 3.3409  -0.405
C -3.9932 0.5538 1.7991  -0.410
O -2.1306 -0.2952 -3.2399  -0.539
C -1.0939 -0.4460 -4.1839  -0.246
H -0.7235 -5.7249 -0.9087  0.201
H -1.6320 -5.3558 0.5506  0.201
H 0.1111 -5.0626 0.5037  0.207
H -0.9483 -2.9033 0.2208  0.198
H -0.3260 -3.3613 -1.3590  0.193
H -3.1712 -3.1644 -0.3926  0.198
H -2.8365 -4.4558 -1.5092  0.205
H -2.0948 -2.9320 -3.2271  0.198
H -3.6546 -2.3422 -2.6288  0.212
H -0.9208 -1.2628 -1.8964  0.163
H -1.9050 -0.4223 -0.0396  0.185
H -3.4681 -1.0498 -0.5147  0.177
H -2.7931 2.8163 -1.1025  0.195
H -0.5880 2.8723 -1.4683  0.206
H -0.9267 1.2805 -2.0675  0.233
H -0.1650 0.5711 0.4603  0.199
H 0.9421 0.8160 -0.8646  0.223
H 1.9712 2.5270 0.1152  0.209
H 0.4574 3.3621 0.4732  0.208
H 0.3301 1.5549 2.4546  0.193
H 1.2214 3.0582 2.6093  0.206
H 3.3348 1.9930 2.1633  0.185
H 2.5005 1.1607 3.4593  0.199
H 2.2980 0.1140 0.6183  0.221
H 1.9626 -0.7215 2.1275  0.199
H 4.7602 0.2881 1.8194  0.207
H 4.2030 -1.2342 2.4735  0.214
H 5.0497 -2.1249 0.5351  0.195
H 3.5813 -1.5108 -0.2391  0.192
H 6.7725 1.5089 -1.0184  0.235
H 5.5398 2.5212 -1.8242  0.237
H 5.6192 2.4419 -0.0548  0.241
H -2.2526 4.1813 0.7499  0.494
H -1.5573 2.1795 3.4581  0.210
H -2.5529 0.8291 4.0106  0.190
H -3.2906 2.4077 3.6512  0.178
H -3.8825 -0.5332 1.8546  0.186
H -4.6767 0.8710 2.5899  0.186
H -4.4513 0.7821 0.8393  0.223
H -0.6802 -1.4589 -4.1891  0.165
H -1.5041 -0.2429 -5.1722  0.191
H -0.2764 0.2575 -3.9846  0.169

Properties
Strongest force on any atom: 1.01 eV/A
E_HOMO: -8.812 eV
Structure (SMILES): CCCC[C@H](CO[C@H](CCCCCCCCOC(C)=O)B(O)N(C)C)OC
Energy: -1243.091841 Ha
Multiplicity: 1


[3]
The following is a DFT calculation (ωB97M-V/def2-TZVPD) of a cluster of 8 separate species, C20H42F15N3O18S5 in total in a non-equilibrium geometry.

Last column: Mulliken charge in e.
Geometry (Å):
C 1.6541 1.8470 4.5077  -1.028
N 0.6580 2.1542 3.3512  0.847
C 1.4628 2.4638 2.0890  -0.687
C -0.2064 0.9157 3.0877  -0.952
C -0.2507 3.3777 3.8115  -0.436
C -0.7093 3.4616 5.2600  -1.055
O -1.1159 2.1750 5.8714  -0.457
H 2.3813 1.1984 4.0192  0.401
H 1.2709 1.2939 5.3652  0.224
H 2.1158 2.7955 4.7821  0.440
H 1.5738 1.5239 1.5483  0.121
H 2.4121 2.7730 2.5264  0.407
H 0.9990 3.2745 1.5271  0.016
H -0.9662 0.8568 3.8670  0.411
H 0.4537 0.0484 3.1024  0.190
H -0.5669 1.1167 2.0788  0.270
H -1.1408 3.3872 3.1826  0.356
H 0.2936 4.3171 3.7145  0.501
H -1.4582 4.2327 5.4409  0.502
H 0.0821 3.9678 5.8128  0.436
H -1.6491 2.4121 6.6337  0.304
C 5.5768 -1.0128 -1.4229  -1.119
N 5.3047 0.3287 -2.1094  0.423
C 6.5332 0.8608 -3.0173  -1.031
C 4.1497 0.0576 -3.1034  -0.648
C 4.9031 1.3226 -0.9824  0.080
C 4.9055 2.8271 -1.3857  -0.793
O 4.0114 3.0120 -2.4550  -0.470
H 6.1577 -0.9626 -0.5020  0.391
H 5.9457 -1.8121 -2.0656  0.346
H 4.6555 -1.3467 -0.9455  0.426
H 6.8247 0.0420 -3.6750  0.335
H 7.3850 1.1757 -2.4145  0.312
H 6.0720 1.6438 -3.6194  0.483
H 3.1936 0.2807 -2.6300  0.122
H 4.1327 -1.0059 -3.3420  0.390
H 4.1449 0.7284 -3.9625  0.310
H 5.5017 1.0414 -0.1159  0.354
H 3.9346 0.8915 -0.7289  -0.034
H 5.9096 2.9850 -1.7793  0.349
H 4.6022 3.4506 -0.5447  0.402
H 3.1279 3.2311 -2.1503  0.534
C -0.8911 -2.1646 -2.5571  -1.005
N -0.8786 -1.0399 -1.5322  0.456
C 0.4177 -0.1571 -1.6561  -0.887
C -2.0562 -0.0582 -1.6476  -0.856
C -0.7883 -1.7262 -0.1893  0.826
C -2.0083 -2.5636 0.3048  -1.196
O -2.0333 -3.8204 -0.2482  -0.557
H -0.5883 -1.9333 -3.5783  0.296
H -1.9070 -2.5594 -2.5527  0.406
H -0.0698 -2.8210 -2.2694  0.372
H 1.2477 -0.8369 -1.8487  0.354
H 0.5219 0.3437 -0.6936  0.189
H 0.2693 0.5660 -2.4581  0.448
H -2.9397 -0.6479 -1.8921  0.279
H -1.9222 0.7627 -2.3521  0.484
H -2.2948 0.2621 -0.6334  0.276
H -0.5693 -0.9244 0.5158  -0.573
H 0.0600 -2.4036 -0.0912  0.227
H -2.9748 -2.1252 0.0563  0.412
H -1.9815 -2.8378 1.3594  0.680
H -2.9332 -4.1490 -0.1862  0.297
C 2.9936 -3.5453 1.4127  0.608
F 3.2662 -4.1295 2.5934  -0.208
F 3.8429 -3.8840 0.4835  -0.222
F 1.7438 -3.6459 1.0224  -0.180
S 3.2376 -1.6019 1.7460  1.110
O 2.6572 -1.3624 3.0834  -0.726
O 4.6909 -1.4011 1.7438  -0.724
O 2.4716 -0.8629 0.7451  -0.488
C -5.3283 -0.3074 -3.8885  0.602
F -5.6161 -1.5282 -3.4665  -0.219
F -6.4756 0.0754 -4.4137  -0.261
F -4.8897 0.3880 -2.8660  -0.180
S -4.0136 -0.5007 -5.2795  0.999
O -4.4733 -1.5484 -6.2151  -0.667
O -3.9476 0.8513 -5.8824  -0.703
O -2.7557 -0.8336 -4.6062  -0.564
C -0.7611 4.5074 -0.4792  0.464
F -0.9601 3.3985 0.3314  -0.167
F -1.9589 4.9506 -0.8361  -0.224
F -0.1654 5.4723 0.2634  -0.255
S 0.2765 3.7994 -1.8914  1.132
O -0.5997 2.7428 -2.4609  -0.564
O 0.4579 4.9381 -2.8178  -0.731
O 1.5714 3.4528 -1.2899  -0.780
C -4.3423 0.5833 3.7686  0.506
F -4.9750 1.1040 2.7519  -0.230
F -3.4382 1.4632 4.1615  -0.175
F -5.2151 0.3154 4.7756  -0.250
S -3.2878 -0.9540 3.1545  1.201
O -2.7007 -0.5378 1.8868  -0.549
O -2.2879 -1.2364 4.2092  -0.773
O -4.1824 -2.0784 3.0212  -0.644
C -6.4693 -5.5524 -1.4508  0.574
F -7.2965 -5.9320 -0.4261  -0.227
F -6.7031 -6.3150 -2.5725  -0.244
F -6.6470 -4.2953 -1.8462  -0.198
S -4.7059 -5.6214 -0.8256  1.225
O -3.8940 -5.3027 -1.9719  -0.680
O -4.5435 -4.5760 0.1759  -0.765
O -4.5218 -6.9875 -0.3219  -0.724

Properties
Strongest force on any atom: 5.19 eV/A
E_HOMO: -3.882 eV
Relative energy (zero: lowest compared OMol25 entry of this formula, charge and spin): 0.000 eV
Energy: -5794.742684 Ha
Net charge: -2
Multiplicity: 1


energy of number 1 (C20H42BBrN2O15P3S)?
-6046.360182 Ha